# 1
Computed, not measured: the molecule C4H11NO2, with wB97M-V/def2-TZVPD.

Last column: Mulliken charge in e.
CARTESIAN COORDINATES (ANGSTROEM)
C: 1.585334 -0.417887 -1.724283  -1.466
C: 0.238722 0.068031 -1.220302  0.198
O: 0.164484 1.494636 -1.207708  -0.551
C: 0.085465 -0.497700 0.184813  -0.203
N: 0.913762 0.215875 1.192590  -0.606
C: -1.415264 -0.239795 0.638448  -0.503
O: -1.614597 -0.672822 1.982681  -0.515
H: 2.341025 -0.350776 -0.936192  0.370
H: 2.092110 0.087540 -2.573994  0.354
H: 1.767164 -1.468084 -1.932143  0.385
H: -0.483393 -0.336651 -1.968614  0.268
H: -0.563357 1.782441 -0.684344  0.358
H: 0.353007 -1.541087 0.366909  0.286
H: 0.365993 0.572113 1.968411  0.277
H: 1.306743 1.092135 0.858039  0.316
H: -1.740581 0.781425 0.458247  0.333
H: -2.010883 -0.823682 -0.075555  0.339
H: -0.910419 -1.336074 2.058843  0.359

Cartesian forces (eV/Å) of the 3 atoms listed first:
2.691 0.653 -0.104
0.565 -1.058 -1.060
1.428 -0.708 -0.902

E: -364.1942 a.u.
Lowest unoccupied orbital energy: 0.8 eV
F_max: 3.804 eV/Å
E_HOMO: -9.4 eV
M: 105.14 g mol⁻¹
Charge: 0
Orbital gap: 10.21 eV
SMILES string: C[C@H](O)[C@@H](N)CO



# 2
Computed, not measured: C2H4LiNiO2 as an isolated structure, with wB97M-V/def2-TZVPD.

Last column: Löwdin spin population.
CARTESIAN COORDINATES (ANGSTROEM)
O: 2.495190 0.633372 -0.464582  1.266
C: -0.563354 -0.087774 0.881020  0.001
C: -1.424019 -0.719460 -0.124216  0.016
O: -0.325043 0.075319 -0.612146  0.084
Ni: 1.272322 -0.325152 -1.421173  1.626
Li: 3.115339 2.398720 -0.467143  0.003
H: -0.925806 0.811449 1.380345  0.001
H: 0.052686 -0.744013 1.497363  0.000
H: -2.380483 -0.252580 -0.361591  0.002
H: -1.316828 -1.789884 -0.307878  0.001

Cartesian forces (eV/Å) of the 3 atoms listed first:
-1.933 -1.527 -1.830
-1.289 -0.435 0.169
-1.049 -0.474 0.419

E: -1744.1005 a.u.
Lowest unoccupied orbital energy (alpha / beta): -9.7 / -12.9 eV
F_max: 3.069 eV/Å
<S²>: 3.77
E_HOMO (alpha / beta): -20.9 / -20.4 eV
M: 125.69 g mol⁻¹
Charge: +2
Orbital gap (alpha / beta): 11.11 / 7.52 eV
2S+1: 4



# 3
Computed, not measured: C18H27N5O as an isolated structure, with wB97M-V/def2-TZVPD.

Last column: Mulliken charge in e.
CARTESIAN COORDINATES (ANGSTROEM)
C: 4.834878 1.068267 -2.840133  -1.500
H: 4.367270 0.383207 -3.664310  0.276
H: 5.708130 1.284716 -3.116472  0.666
H: 4.137507 1.940647 -2.934032  0.238
C: 4.756593 0.453520 -1.755143  0.596
C: 5.266430 1.397776 -0.460952  -1.721
H: 5.337681 0.961690 0.577931  0.207
H: 6.170889 1.662045 -0.733743  0.632
H: 4.512903 2.073863 -0.521767  0.514
C: 3.535609 -0.436623 -1.306021  -0.549
H: 3.911611 -1.422844 -0.509364  0.182
H: 3.345115 -1.124834 -2.316572  0.204
C: 2.264814 0.407469 -0.891605  -0.071
N: 1.390106 -0.797865 -0.204781  0.534
C: 0.683520 -1.541175 -1.266747  0.608
O: 0.974254 -1.351503 -2.280348  -0.340
C: -0.242672 -2.380270 -0.535013  -1.762
H: -0.549791 -3.037559 -1.358959  0.428
H: 0.229942 -3.361781 0.103188  0.313
C: -1.305688 -1.964405 0.333982  0.299
N: -1.028342 -1.677546 1.510730  0.027
C: 0.093314 -0.615418 1.848784  -0.493
C: 1.323710 -1.032450 1.235833  -1.037
H: 2.174852 -0.321778 1.782409  0.275
H: 1.419697 -2.216373 1.238219  0.399
H: -0.035410 -0.397768 2.835679  0.641
H: -0.472441 0.537770 1.214635  0.100
C: -2.239201 -1.627708 2.485141  -1.555
C: -2.918659 -0.179547 2.158500  1.025
C: -2.762904 1.042785 2.752810  -0.297
C: -3.465268 1.999480 2.294011  -0.164
C: -4.452267 2.028000 1.201300  -0.709
C: -4.736686 0.784432 0.794348  -0.278
C: -4.031298 -0.200526 1.076568  -0.587
H: -4.243895 -1.203570 0.658434  0.215
H: -5.489148 0.562218 0.099773  0.390
H: -5.056090 2.871641 0.889711  0.454
H: -3.111460 3.125890 3.004674  0.041
H: -1.967132 1.017776 3.471083  0.314
H: -2.664452 -2.462660 2.438468  0.797
H: -1.875093 -1.270615 3.641301  0.226
H: -1.949494 -2.704845 0.432406  0.614
H: -1.675178 -1.020491 -0.327250  -0.147
H: 2.673898 1.008742 0.080069  0.348
C: 1.789394 1.134863 -1.878446  -1.771
N: 0.339020 1.842675 -1.274443  -0.634
N: -0.659732 1.418410 -1.256118  1.146
N: -1.803019 1.212734 -1.125316  -1.016
H: 2.332952 1.938481 -2.007052  0.841
H: 1.699968 0.631988 -2.722693  0.876
H: 5.625257 -0.479717 -1.654125  0.205

Cartesian forces (eV/Å) of the 3 atoms listed first:
-8.349 3.714 -11.553
0.962 1.006 0.763
6.960 2.215 -2.402

E: -1050.3482 a.u.
Lowest unoccupied orbital energy: 0.6 eV
F_max: 19.969 eV/Å
E_HOMO: -7.8 eV
M: 329.45 g mol⁻¹
Charge: 0
Orbital gap: 8.36 eV



# 4
Computed, not measured: a 2-piece molecular cluster, H3INPS overall, with wB97M-V/def2-TZVPD.

Last column: Mulliken charge in e.
CARTESIAN COORDINATES (ANGSTROEM)
N: 0.792086 1.414839 1.398686  -0.352
P: 1.406300 -0.043119 0.719161  0.139
S: 0.514301 1.482004 -0.352713  -0.104
H: 1.512395 2.082581 1.674745  0.275
H: 0.229119 -0.768945 0.975625  0.039
I: -2.083307 -2.009002 -1.440548  -0.087
H: -2.370895 -2.158357 -2.974957  0.089

Cartesian forces (eV/Å) of the 3 atoms listed first:
-0.265 0.569 0.510
0.417 -0.317 -0.046
-0.057 0.261 -0.267

E: -1093.7373 a.u.
Lowest unoccupied orbital energy: 0.4 eV
F_max: 0.823 eV/Å
E_HOMO: -8.8 eV
M: 206.98 g mol⁻¹
Charge: 0
Orbital gap: 9.23 eV
SMILES string: [nH]1[pH]s1.I



# 5
Computed, not measured: the molecule C3H4Cl2S, with wB97M-V/def2-TZVPD.

Last column: Mulliken charge in e.
CARTESIAN COORDINATES (ANGSTROEM)
S: 1.032027 -0.095934 -1.781664  -0.248
C: 0.063244 -0.577339 -0.553129  0.093
C: 0.357239 -0.180346 0.956460  -0.236
Cl: 1.385562 1.154299 1.377167  -0.147
C: -1.018466 0.089235 0.108985  -0.284
Cl: -1.764523 1.607193 -0.584355  -0.179
H: 2.121962 1.038125 -1.206160  0.154
H: -0.223093 -1.685151 -0.538035  0.198
H: -0.100265 -0.894281 1.690793  0.335
H: -1.853687 -0.455801 0.529939  0.313

Cartesian forces (eV/Å) of the 3 atoms listed first:
4.449 3.263 -2.679
-1.000 -3.723 4.232
-3.801 0.327 -1.371

E: -1435.1591 a.u.
Lowest unoccupied orbital energy: 0.1 eV
F_max: 6.133 eV/Å
E_HOMO: -9.2 eV
M: 143.04 g mol⁻¹
Charge: 0
Orbital gap: 9.31 eV
SMILES string: S[C@H]1[C@@H](Cl)[C@H]1Cl



# 6
Computed, not measured: the molecule C4H11N3O, with wB97M-V/def2-TZVPD.

Last column: Mulliken charge in e.
CARTESIAN COORDINATES (ANGSTROEM)
C: 1.217723 0.141786 1.397313  -1.309
C: 1.066533 -0.181214 -0.064977  1.060
C: 2.345413 -0.532534 -0.763417  -1.189
N: 0.018343 -0.191394 -0.761817  -0.506
C: -1.297267 0.158636 -0.316447  0.475
N: -1.399437 1.578496 -0.160797  -0.612
N: -2.186197 -0.247244 -1.366407  -0.643
O: -1.656847 -0.459694 0.938153  -0.594
H: 1.748973 1.094406 1.489363  0.299
H: 0.258563 0.210386 1.895213  0.315
H: 1.822633 -0.620564 1.881683  0.399
H: 2.150403 -0.732624 -1.812987  0.327
H: 3.047873 0.294856 -0.676717  0.311
H: 2.799293 -1.409104 -0.302477  0.312
H: -2.373197 1.852886 -0.128727  0.248
H: -0.940227 1.873256 0.690783  0.277
H: -3.146567 -0.275374 -1.046917  0.258
H: -1.909907 -1.138604 -1.756697  0.252
H: -1.566097 -1.416364 0.865883  0.321

Cartesian forces (eV/Å) of the 3 atoms listed first:
-0.168 0.335 -0.065
0.153 -0.133 0.245
-0.007 -0.041 -0.102

E: -398.5146 a.u.
Lowest unoccupied orbital energy: 0.8 eV
F_max: 0.685 eV/Å
E_HOMO: -9.2 eV
M: 117.15 g mol⁻¹
Charge: 0
Orbital gap: 9.99 eV
SMILES string: CC(C)=NC(N)(N)O



# 7
Computed, not measured: a 2-piece molecular cluster, C35H55F2N5O3PS overall, with wB97M-V/def2-TZVPD.

Last column: Mulliken charge in e.
CARTESIAN COORDINATES (ANGSTROEM)
C: -2.063778 -0.145282 1.093418  0.281
C: -1.188084 -0.052216 0.256060  -2.755
C: -0.068690 0.508872 -0.736198  1.757
C: -0.723471 0.214057 -2.148915  -1.118
C: -2.306573 0.070370 -2.148524  0.030
C: -2.756204 0.162780 -3.700502  -0.615
C: -4.310422 0.577761 -3.698449  -0.890
N: -4.983149 -0.297851 -2.716214  0.247
C: -5.522112 -0.020664 -1.458584  -0.125
C: -6.065925 -1.248014 -0.807445  -0.698
C: -5.791214 -2.339662 -1.820070  -0.450
C: -5.139458 -1.692070 -2.963578  -0.361
N: 1.116107 -0.228681 -0.261483  1.377
C: 2.211934 -0.612625 -1.174859  0.019
C: 2.658061 0.460785 -2.248955  -1.061
C: 1.978971 -2.025337 -1.909725  -0.636
C: 3.323747 -2.882411 -2.016872  -1.269
C: 1.431682 0.411607 0.992982  -1.789
N: 1.738204 -0.308592 2.053551  0.815
C: 1.823334 -1.812566 1.995055  -0.554
C: 0.474746 -2.530534 2.402650  0.179
C: 0.562376 -4.077218 1.988436  -0.587
F: 1.942949 -4.484410 1.888841  -0.347
P: 2.058177 0.461798 3.609762  0.514
O: 3.534174 1.210441 3.710283  -0.495
O: 2.110159 -0.783106 4.740374  -0.553
S: 0.540298 1.555567 4.058309  -0.338
N: 1.290549 1.825336 0.806602  0.987
C: 2.527653 2.642288 0.720173  0.105
C: 2.378811 4.134190 1.174646  -0.078
C: 2.760200 5.200389 0.180077  -0.481
C: 2.647790 6.643659 0.498448  -0.840
C: 2.152125 7.096020 1.820220  0.855
C: 1.980625 8.619649 2.160288  -1.226
C: 1.808349 6.062183 2.848502  -1.012
C: 1.930993 4.609114 2.500371  0.226
C: 0.254160 2.006651 -0.282398  0.980
C: 0.574672 3.092308 -1.416126  -1.434
C: -0.887881 2.795907 0.555877  -0.815
C: -2.150874 3.212831 -0.302535  0.791
C: -2.213518 4.814749 -0.362075  -1.352
F: -3.361750 2.817086 0.373853  -0.442
H: -2.711526 -0.233537 2.001770  0.369
H: -0.489255 1.047255 -2.887768  0.201
H: -0.331372 -0.725768 -2.654208  -0.046
H: -2.659680 -0.956025 -1.821127  0.479
H: -2.852028 0.906464 -1.635565  -0.027
H: -2.133768 0.927267 -4.257894  0.422
H: -2.668012 -0.875721 -4.124488  0.279
H: -4.363560 1.626502 -3.269473  0.321
H: -4.774035 0.524069 -4.723133  0.330
H: -5.557985 0.978630 -0.960167  0.347
H: -6.530832 -1.363369 0.198666  0.384
H: -5.985169 -3.438317 -1.783781  0.377
H: -4.736162 -2.106088 -3.921752  0.302
H: 3.128521 -0.796452 -0.520759  0.433
H: 1.824547 1.007268 -2.762750  0.036
H: 3.448620 1.162431 -1.829967  0.143
H: 3.201787 -0.114977 -3.067335  0.539
H: 1.221978 -2.654315 -1.356261  0.317
H: 1.535430 -1.846402 -2.941906  0.544
H: 3.953928 -2.656009 -1.109157  0.313
H: 3.863290 -2.740407 -2.990758  0.371
H: 3.038108 -3.977462 -1.923663  0.316
H: 2.632886 -2.209110 2.683316  0.658
H: 2.100971 -2.185391 0.968062  -0.062
H: -0.431892 -2.094188 1.901115  -0.313
H: 0.349349 -2.505556 3.526130  0.331
H: 0.037458 -4.293861 1.014464  0.348
H: 0.128066 -4.731538 2.807539  0.427
H: 4.199175 0.476995 3.741743  0.382
H: 1.200296 -0.884732 5.102999  0.367
H: 3.032049 2.643761 -0.285298  -0.054
H: 3.275488 2.165247 1.436361  0.677
H: 3.119776 4.841014 -0.830827  0.268
H: 2.928562 7.376991 -0.299125  0.304
H: 2.225316 8.774739 3.245582  0.338
H: 2.538883 9.286141 1.451242  0.333
H: 0.873689 8.851305 2.046439  0.274
H: 1.433913 6.357226 3.870858  0.323
H: 1.662287 3.880815 3.306053  0.037
H: -0.193581 3.067022 -2.251722  0.426
H: 0.522131 4.150061 -1.010856  0.263
H: 1.599743 2.983757 -1.864650  0.350
H: -0.379341 3.765147 0.864390  0.469
H: -1.136682 2.277916 1.527825  0.061
H: -2.135906 2.876865 -1.374015  0.140
H: -1.831506 5.300665 0.575808  0.333
H: -1.511104 5.098824 -1.213070  0.272
H: -3.229107 5.198854 -0.650693  0.426
C: -1.017918 -9.176795 1.438269  0.129
O: -2.038182 -9.658395 0.991250  -0.568
N: -0.144798 -8.402505 0.740753  0.135
C: 1.056725 -7.859619 1.341370  -0.686
C: -0.427585 -8.110923 -0.652368  -0.977
H: -0.711246 -9.337879 2.485600  0.267
H: 1.026352 -6.769265 1.283059  0.086
H: 1.927709 -8.227518 0.793537  0.347
H: 1.140902 -8.157744 2.386665  0.306
H: -1.389043 -7.597422 -0.724443  0.302
H: -0.490566 -9.047460 -1.210214  0.330
H: 0.356115 -7.483642 -1.076918  0.357

Cartesian forces (eV/Å) of the 3 atoms listed first:
0.403 -0.257 0.811
0.471 1.546 0.040
-2.640 -1.101 1.709

E: -2804.9585 a.u.
Lowest unoccupied orbital energy: -3.7 eV
F_max: 4.460 eV/Å
E_HOMO: -9.7 eV
M: 694.89 g mol⁻¹
Charge: +1
Orbital gap: 6.02 eV



# 8
Computed, not measured: C15H31NO2P2W as an isolated structure, with wB97M-V/def2-TZVPD.

Last column: Löwdin spin population.
CARTESIAN COORDINATES (ANGSTROEM)
P: 4.994037 -2.711852 -0.658395  0.006
P: 3.357865 -4.015990 2.129923  0.155
C: 5.824789 -3.432746 0.983473  -0.008
C: 5.028390 -4.628302 1.537637  0.025
H: 5.807287 -2.588846 1.704998  -0.001
H: 6.892423 -3.699424 0.839335  -0.001
H: 4.840147 -5.402830 0.780951  0.004
H: 5.539812 -5.127905 2.382068  0.003
C: 3.880278 -3.405020 3.812796  0.029
H: 3.007799 -3.001611 4.343530  0.000
H: 4.652074 -2.626478 3.756615  0.000
H: 4.279727 -4.237523 4.417070  0.007
C: 2.172702 -5.257870 2.729335  0.012
H: 2.517826 -5.767702 3.634763  0.003
H: 1.942146 -6.004785 1.970282  0.001
H: 1.240293 -4.741088 2.989166  0.001
C: 6.668762 -1.781668 -1.070126  0.013
H: 6.485432 -1.135819 -1.927770  0.000
H: 7.467873 -2.499822 -1.337196  0.000
H: 7.017225 -1.165629 -0.228102  0.000
C: 5.362301 -4.068402 -1.942181  0.045
H: 4.677280 -4.967449 -1.819403  0.002
H: 6.413093 -4.369807 -1.762687  0.005
H: 5.277781 -3.707673 -2.975629  0.003
W: 3.042601 -3.753478 -1.334586  0.656
C: 0.064301 -1.947295 2.025128  0.007
C: 0.846282 -0.980369 2.506083  0.013
C: 2.355586 -0.945833 2.477906  0.000
C: 3.076976 0.408725 2.120580  0.000
C: 3.598789 0.588115 0.720336  -0.008
C: 4.023469 -0.381237 -0.037998  -0.025
C: 1.820630 -3.278362 0.421887  0.026
C: 0.348295 -2.929332 0.850332  0.004
C: 1.745951 -1.964307 -2.023197  0.006
H: -0.869567 -2.176688 2.546625  0.001
H: 0.361336 -0.079104 2.962108  0.009
H: 2.739993 -1.734109 1.829577  0.004
H: 2.648062 -1.159326 3.504762  0.000
H: 2.432414 1.283551 2.327894  0.000
H: 3.964304 0.473875 2.779256  0.000
H: 3.582441 1.582186 0.266191  -0.002
H: 3.874619 -0.555500 -1.146851  0.000
H: 2.562918 -2.425822 0.391163  0.016
H: 1.922963 -4.429177 0.321467  0.012
H: -0.224385 -2.520568 -0.024742  -0.002
H: -0.126802 -3.899205 1.140576  0.000
H: 0.900443 -2.518660 -2.498154  0.002
H: 1.994463 -1.151573 -2.755693  0.001
H: 1.234177 -1.400464 -1.209512  0.005
O: -0.654917 1.770579 2.402012  0.269
N: -1.780086 1.446630 2.022584  0.395
O: -2.271760 0.314058 2.105533  0.305

Cartesian forces (eV/Å) of the 3 atoms listed first:
3.179 1.289 4.134
0.280 -0.407 2.344
-0.763 0.084 -0.482

E: -1543.9017 a.u.
Lowest unoccupied orbital energy (alpha / beta): -8.7 / -8.8 eV
F_max: 5.372 eV/Å
<S²>: 2.16
E_HOMO (alpha / beta): -13.5 / -13.5 eV
M: 503.21 g mol⁻¹
Charge: +2
Orbital gap (alpha / beta): 4.76 / 4.63 eV
2S+1: 3



Q: Which value of F_max does entry 4 give?
A: 0.823 eV/Å



Q: The lowest F_max belongs to which entry?
A: C4H11N3O